(1)
Below is the molecule C4H8O2, with properties calculated with wB97M-V/def2-TZVPD.

Atoms and positions in Å:
C -2.03915 -0.48422 -0.38592
C -0.57940 -0.20520 -0.67834
O -0.14496 0.81084 0.20928
C 1.24935 0.93894 0.24975
C 1.87248 -0.17851 1.07028
O 3.01910 -0.53808 0.97276
H -2.60019 0.45461 -0.37985
H -2.14974 -0.95633 0.59479
H -2.46934 -1.14557 -1.14400
H 0.02243 -1.11933 -0.54261
H -0.43459 0.12542 -1.71939
H 1.47094 1.88992 0.75044
H 1.71244 0.96634 -0.74813
H 1.16829 -0.63002 1.80483

Force components x, y, z for each atom (eV/Å):
0.0 0.0 0.0
-0.1 -0.2 -0.1
0.0 0.1 0.0
0.2 0.0 0.0
0.4 0.0 0.0
-0.5 0.2 0.1
0.1 -0.1 0.0
0.0 0.1 -0.1
0.1 0.1 0.1
-0.1 0.1 0.0
0.0 0.0 0.2
0.0 -0.1 0.0
-0.1 0.0 0.1
0.1 0.0 -0.1

Properties
Kohn-Sham gap in eV: 10.76
Charge: 0
LUMO level in Ha: 0.0367
Energy above the lowest of the compared OMol25 structures with the same formula, charge and spin in kJ/mol: 150.7

(2)
Below is the molecule C4H8O2 at a distorted geometry, with properties calculated with wB97M-V/def2-TZVPD.

Atoms and positions in Å:
C 0.35400 0.49977 -1.85925
C -0.41272 0.05114 -0.61275
C 0.18116 0.19876 0.78555
O -0.41750 1.20963 1.56666
C -0.08071 -1.14003 1.46478
O -0.06857 -1.35551 2.65267
H -0.09860 -0.02994 -2.70320
H 1.39421 0.15194 -1.82409
H 0.34534 1.57262 -2.08168
H -0.50054 -1.02851 -0.76828
H -1.44133 0.42053 -0.56338
H 1.26463 0.39128 0.70318
H -0.18816 0.99416 2.48662
H -0.33120 -1.93584 0.75317

Force components x, y, z for each atom (eV/Å):
0.0 0.1 0.0
-0.2 -0.1 -0.2
0.1 0.0 -0.2
0.1 0.1 0.1
0.4 -0.5 0.9
0.0 0.6 -0.6
0.1 0.3 -0.1
-0.1 0.2 0.1
0.0 -0.2 0.2
-0.2 0.1 0.0
0.1 0.2 -0.2
0.0 -0.3 0.1
-0.2 0.2 -0.2
0.1 -0.5 0.1

Properties
Kohn-Sham gap in eV: 10.81
Charge: 0
LUMO level in Ha: 0.0271
Energy above the lowest of the compared OMol25 structures with the same formula, charge and spin in kJ/mol: 147.7

(3)
Below is a cluster of 2 separate species, C4H8O2 in total, with properties calculated with wB97M-V/def2-TZVPD.

Atoms and positions in Å:
C -0.65492 -2.91410 -0.07825
C 0.93976 -0.54517 -0.41441
C -0.11953 0.41493 0.05292
O -1.15815 0.04298 0.56692
C 0.13695 1.90145 -0.10108
O -0.88729 2.65832 0.46001
H -0.12284 -3.04027 0.89233
H 0.47772 -1.47134 -0.80727
H -1.57515 -2.37863 0.23243
H 1.57809 -0.11804 -1.19406
H 1.57679 -0.81026 0.43785
H 1.10688 2.13579 0.36644
H 0.25085 2.11067 -1.17812
H -1.54917 2.01368 0.76430

Force components x, y, z for each atom (eV/Å):
-0.1 0.0 0.3
0.0 0.0 0.0
-0.3 -0.1 0.2
0.4 0.2 -0.2
0.2 -0.2 -0.1
-0.1 0.0 0.0
-0.1 0.0 -0.2
0.1 0.1 0.0
0.1 -0.1 -0.1
-0.1 0.0 0.1
-0.1 0.1 -0.1
-0.1 0.0 0.0
0.0 0.0 0.1
0.0 0.1 0.0

Properties
Kohn-Sham gap (alpha / beta) in eV: 8.68 / 8.71
Charge: 0
LUMO level (alpha / beta) in Ha: -0.0304 / -0.0310
Energy above the lowest of the compared OMol25 structures with the same formula, charge and spin in kJ/mol: 535.3

| no. | M (g mol⁻¹) |
| --- | --- |
| 1 | 88.1 |
| 2 | 88.1 |
| 3 | 88.1 |